{"formula": "FHgLiO2P", "method": "wB97M-V/def2-TZVPD", "spin_multiplicity": 2, "e_homo_ev": [-7.760, -8.012], "orbital_gap_ev": [6.2202, 6.2308], "charge": 0, "symbols": ["P", "F", "Li", "O", "O", "Hg"], "coordinates": [[2.200645, 0.671914, 0.637027], [-1.955521, 0.459011, 0.570691], [-0.401336, 1.163090, 0.024718], [1.643613, -0.453632, -0.376402], [0.257655, -0.679792, -0.251834], [-1.745057, -1.160592, -0.604202]], "forces_ev_per_a": [[-0.22, -0.56, -1.02], [-0.28, 2.42, 1.22], [0.01, -0.42, 0.66], [1.75, 0.55, 0.89], [0.64, 1.07, 0.20], [-1.90, -3.06, -1.96]], "mulliken_charge": [0.045, -0.747, 0.802, -0.260, -0.505, 0.666]}